{"formula": "C47H58CrGeN10", "method": "the ωB97M-V functional and the def2-TZVPD basis", "elements": ["Cr", "C", "C", "C", "C", "C", "C", "N", "N", "C", "C", "C", "C", "C", "N", "H", "H", "H", "H", "H", "H", "H", "H", "H", "C", "N", "C", "C", "N", "C", "C", "N", "C", "C", "N", "C", "N", "C", "C", "C", "N", "C", "H", "H", "H", "H", "H", "H", "H", "H", "H", "H", "H", "H", "H", "H", "H", "H", "H", "H", "H", "H", "H", "H", "H", "H", "C", "C", "C", "C", "C", "N", "H", "H", "H", "H", "H", "H", "H", "H", "H", "C", "Ge", "C", "C", "C", "C", "C", "C", "C", "C", "C", "C", "C", "C", "C", "C", "C", "C", "C", "C", "H", "H", "H", "H", "H", "H", "H", "H", "H", "H", "H", "H", "H", "H", "H", "H"], "xyz": [[-0.3468, -0.5887, 0.4325], [0.8023, -0.9964, 6.1520], [-0.2916, -1.3650, 5.3691], [-0.2619, -1.2412, 3.9907], [0.8756, -0.7303, 3.3213], [1.9821, -0.3785, 4.1219], [1.9304, -0.5064, 5.5073], [0.8659, -0.6313, 1.9621], [1.9781, 0.0755, 1.3674], [2.3892, 0.1337, -1.0933], [3.6398, -0.4978, -0.9132], [4.4816, -0.6972, -1.9915], [4.0884, -0.3139, -3.2630], [2.8354, 0.2743, -3.3724], [2.0143, 0.4941, -2.3500], [0.7740, -1.0966, 7.2313], [-1.1885, -1.7452, 5.8477], [-1.1271, -1.5171, 3.3980], [2.8696, 0.0198, 3.6478], [2.7962, -0.2166, 6.0925], [3.9690, -0.7866, 0.0781], [5.4548, -1.1488, -1.8374], [4.7266, -0.4498, -4.1266], [2.4712, 0.6079, -4.3439], [2.3396, -3.6844, -2.9371], [1.7487, -4.3069, -1.7539], [2.6512, -5.2359, -1.0767], [2.0012, -5.4284, 0.2793], [1.2600, -4.1988, 0.4226], [0.4631, -3.9927, 1.6093], [0.9867, -3.6287, -0.8034], [0.1210, -2.6904, -0.9512], [-0.0254, -2.0586, -2.2553], [-1.2266, -1.1325, -2.4138], [-1.5127, -0.2049, -1.2958], [-2.5316, 0.5795, -1.4070], [-3.1125, 1.2522, -0.3492], [-2.9899, 0.9013, 1.0588], [-4.4215, 1.7524, -0.7315], [-4.3071, 1.8435, -2.2334], [-3.2827, 0.8414, -2.5442], [-2.7045, 0.9970, -3.8840], [2.9079, -4.4546, -3.4571], [3.0183, -2.8715, -2.6765], [1.5946, -3.3079, -3.6266], [3.6504, -4.7976, -0.9754], [2.7384, -6.1612, -1.6430], [2.7285, -5.5398, 1.0820], [1.3372, -6.3028, 0.2961], [1.1055, -4.0095, 2.4893], [-0.3016, -4.7761, 1.7192], [-0.0092, -3.0250, 1.5655], [-0.1723, -2.7999, -3.0471], [0.8655, -1.4840, -2.5051], [-2.1234, -1.7433, -2.5859], [-1.0103, -0.5996, -3.3331], [-1.9682, 0.7047, 1.3470], [-3.6088, 0.0344, 1.3158], [-3.3117, 1.7533, 1.6485], [-4.6190, 2.7130, -0.2579], [-5.2100, 1.0514, -0.4262], [-3.9763, 2.8383, -2.5452], [-5.2365, 1.6093, -2.7456], [-3.4169, 1.5706, -4.4746], [-2.5634, 0.0448, -4.3849], [-1.7619, 1.5484, -3.8614], [-4.9856, -2.9425, 1.8333], [-3.9539, -3.3398, 0.7689], [-4.5474, -3.1957, -0.6422], [-3.4568, -4.7766, 0.9955], [-2.7988, -2.4335, 0.8700], [-1.9118, -1.7380, 0.9432], [-5.8382, -3.6212, 1.7713], [-5.3412, -1.9213, 1.6737], [-4.5599, -3.0057, 2.8371], [-5.4995, -3.7279, -0.6805], [-3.8756, -3.6261, -1.3881], [-4.7207, -2.1466, -0.8992], [-4.2707, -5.4729, 0.7825], [-3.1327, -4.9207, 2.0292], [-2.6164, -5.0027, 0.3340], [1.4874, 0.4383, 0.0168], [1.2060, 2.4322, -0.0262], [0.1178, 3.1088, 1.4614], [0.4185, 2.6333, 2.7400], [-0.2799, 3.0838, 3.8546], [-1.2677, 4.0549, 3.7108], [-1.5428, 4.5757, 2.4519], [-0.8587, 4.1006, 1.3363], [0.5897, 3.2993, -1.6877], [-0.7450, 3.6215, -1.9400], [-1.1263, 4.2630, -3.1186], [-0.1754, 4.5873, -4.0747], [1.1612, 4.2700, -3.8431], [1.5362, 3.6396, -2.6630], [2.9565, 3.2815, 0.3398], [3.9937, 2.5784, 0.9593], [5.1971, 3.2041, 1.2769], [5.3822, 4.5488, 0.9838], [4.3574, 5.2678, 0.3778], [3.1578, 4.6387, 0.0617], [2.7599, -0.5664, 1.3215], [1.2000, 1.8945, 2.8640], [-0.0477, 2.6724, 4.8321], [-1.8066, 4.4183, 4.5793], [-2.2961, 5.3487, 2.3371], [-1.0817, 4.5255, 0.3612], [-1.5064, 3.3659, -1.2076], [-2.1664, 4.5216, -3.2873], [-0.4692, 5.0920, -4.9891], [1.9154, 4.5211, -4.5828], [2.5835, 3.4041, -2.4993], [3.8512, 1.5316, 1.2067], [5.9891, 2.6400, 1.7585], [6.3173, 5.0388, 1.2321], [4.4939, 6.3201, 0.1510], [2.3647, 5.2170, -0.4036]], "forces_ev_per_a": [[0.781, 0.231, -1.010], [0.007, -0.030, -0.013], [0.004, 0.022, -0.149], [0.011, 0.000, 0.128], [0.089, -0.018, -0.259], [0.027, 0.037, 0.201], [-0.024, -0.002, -0.174], [0.141, -0.066, 0.629], [-0.321, 0.280, 0.315], [0.013, -0.280, -0.150], [0.100, -0.013, -0.031], [0.039, -0.110, 0.247], [-0.132, 0.095, -0.122], [-0.054, 0.106, 0.144], [0.027, 0.040, 0.154], [0.001, 0.021, -0.092], [0.017, -0.005, -0.032], [-0.019, 0.002, 0.030], [-0.010, 0.007, 0.025], [0.002, 0.009, -0.023], [0.108, -0.010, -0.193], [0.002, -0.018, 0.031], [-0.051, 0.020, 0.021], [0.009, -0.039, 0.070], [0.005, -0.066, 0.098], [0.006, -0.092, -0.189], [-0.018, 0.069, -0.072], [-0.040, 0.067, 0.001], [-0.033, 0.185, 0.094], [0.050, -0.240, -0.146], [-0.046, -0.097, 0.147], [0.000, 0.382, -0.070], [0.015, -0.070, 0.149], [-0.208, 0.103, 0.318], [0.156, -0.238, -0.412], [-0.181, -0.156, 0.069], [0.051, 0.140, 0.283], [-0.308, 0.206, -0.336], [0.108, 0.013, 0.091], [0.150, -0.111, -0.042], [-0.082, 0.090, -0.203], [-0.027, 0.021, 0.125], [0.018, -0.027, 0.005], [0.068, 0.076, 0.037], [0.044, -0.054, 0.010], [0.022, 0.067, 0.015], [0.029, -0.052, -0.031], [0.035, -0.032, 0.045], [-0.052, -0.017, -0.027], [0.023, -0.010, 0.020], [0.010, 0.027, -0.023], [-0.007, 0.145, 0.015], [-0.031, -0.071, -0.024], [-0.018, 0.009, 0.037], [-0.053, 0.070, 0.026], [-0.017, 0.114, -0.106], [0.303, 0.063, 0.071], [0.014, 0.136, 0.000], [-0.063, 0.194, 0.040], [-0.031, 0.034, 0.014], [0.007, -0.048, 0.009], [0.067, 0.037, -0.011], [-0.081, 0.008, -0.064], [0.006, 0.019, 0.007], [-0.016, -0.054, 0.010], [0.032, -0.024, 0.042], [0.045, 0.076, 0.026], [0.006, -0.062, -0.058], [0.076, 0.043, -0.029], [0.056, 0.030, 0.019], [-1.639, -1.415, 0.063], [0.692, 0.366, 0.476], [0.032, 0.028, 0.006], [0.002, -0.079, 0.005], [-0.030, -0.002, -0.070], [0.039, 0.003, -0.018], [-0.031, 0.060, 0.034], [-0.019, -0.087, 0.041], [0.031, 0.032, 0.030], [-0.018, 0.017, -0.094], [-0.101, 0.001, 0.040], [0.072, 0.746, -0.289], [0.416, -0.130, 0.145], [-0.149, -0.039, 0.019], [-0.232, -0.025, 0.080], [-0.019, 0.038, -0.060], [0.083, -0.048, -0.004], [-0.014, -0.098, 0.024], [0.003, -0.011, -0.024], [0.007, -0.092, -0.140], [-0.012, -0.107, -0.078], [0.069, -0.039, 0.071], [0.104, -0.026, 0.045], [-0.031, -0.010, 0.026], [-0.144, -0.006, -0.022], [0.110, 0.096, -0.007], [0.024, 0.066, -0.099], [-0.095, 0.000, -0.046], [-0.070, -0.002, -0.014], [-0.022, -0.056, -0.014], [0.075, -0.130, 0.108], [0.022, -0.151, -0.070], [-0.003, -0.038, 0.015], [-0.009, 0.047, -0.065], [0.025, -0.031, -0.044], [0.056, -0.024, 0.002], [0.040, -0.003, 0.228], [0.033, -0.048, -0.140], [0.002, -0.023, 0.021], [0.028, -0.034, 0.053], [-0.068, -0.019, 0.059], [-0.082, 0.019, -0.004], [0.031, 0.146, 0.004], [-0.042, 0.026, -0.027], [-0.043, -0.027, -0.014], [-0.015, -0.059, 0.019], [0.037, -0.017, 0.001]], "lowdin_charge": [0.60, -0.14, -0.12, -0.06, -0.33, -0.06, -0.12, -0.16, -0.11, -0.34, -0.04, -0.10, -0.10, -0.16, 0.08, 0.09, 0.09, 0.08, 0.09, 0.09, 0.10, 0.10, 0.09, 0.10, -0.04, -0.07, -0.14, -0.14, -0.10, -0.04, -0.34, 0.09, -0.23, -0.18, 0.03, -0.35, -0.07, -0.04, -0.13, -0.13, -0.06, -0.04, 0.09, 0.07, 0.07, 0.12, 0.12, 0.12, 0.12, 0.10, 0.09, 0.02, 0.11, 0.08, 0.12, 0.09, 0.04, 0.08, 0.10, 0.13, 0.12, 0.11, 0.12, 0.09, 0.08, 0.09, -0.03, -0.56, -0.03, -0.03, -0.09, 0.15, 0.09, 0.08, 0.09, 0.09, 0.09, 0.09, 0.09, 0.09, 0.09, -0.40, 1.06, -0.25, -0.09, -0.07, -0.10, -0.10, -0.11, -0.25, -0.13, -0.11, -0.10, -0.08, -0.12, -0.24, -0.09, -0.09, -0.10, -0.10, -0.11, 0.07, 0.08, 0.10, 0.10, 0.10, 0.08, 0.07, 0.09, 0.10, 0.10, 0.10, 0.08, 0.10, 0.10, 0.10, 0.10], "relative_energy_kcal_mol": 11.9, "total_energy_ha": -5494.67616, "max_force_ev_per_a": 2.2, "spin_multiplicity": 5, "s2": 6.024}